Below is a molecular structure, C25H29N4O6Pt at a distorted geometry, with properties calculated with wB97M-V/def2-TZVPD.

Cartesian coordinates (Å):
1 Pt 0.5940 -1.3474 0.2894
2 C 2.3874 2.1742 -0.3655
3 C 2.6169 2.1932 1.1505
4 C 1.2951 2.2548 1.8829
5 C 0.7596 3.5018 2.1977
6 C -0.4974 3.6141 2.7727
7 C -1.2403 2.4690 3.0096
8 C -0.7582 1.2014 2.6809
9 C -1.6573 0.0037 2.9133
10 C -2.7756 -0.0971 1.8658
11 C 0.5294 1.1094 2.1461
12 N 1.0832 -0.1778 1.8579
13 C 2.0378 -0.6489 2.6073
14 C 2.6068 -1.8854 2.2293
15 C 3.5857 -2.7729 2.6953
16 C 3.6401 -3.8120 1.7682
17 C 2.6957 -3.5307 0.7657
18 N 2.0995 -2.3725 1.0466
19 H 3.3340 2.1214 -0.9081
20 H 1.8545 3.0742 -0.6851
21 H 1.7817 1.3061 -0.6389
22 H 3.2157 3.0607 1.4360
23 H 3.1949 1.3130 1.4250
24 H 1.3464 4.3909 1.9908
25 H -0.8941 4.5883 3.0338
26 H -2.2269 2.5439 3.4548
27 H -2.1181 0.1198 3.8980
28 H -1.0901 -0.9271 2.9244
29 H -3.4021 0.7982 1.8929
30 H -3.3918 -0.9772 2.0400
31 H -2.3278 -0.1896 0.8847
32 H 2.3509 -0.0997 3.4901
33 H 4.1714 -2.6644 3.5961
34 H 4.2864 -4.6756 1.7986
35 H 2.4311 -4.0858 -0.1222
36 O -2.9032 -5.9605 -2.3429
37 C -2.3131 -5.0712 -1.7732
38 C -2.7519 -4.4026 -0.4884
39 O -3.7655 -4.6605 0.1276
40 C -1.7206 -3.3755 -0.1647
41 C -0.7500 -3.4153 -1.2039
42 O 0.2748 -2.5957 -1.2781
43 C -1.0293 -4.4107 -2.2053
44 O -0.3881 -4.6819 -3.2168
45 O -1.7055 -2.6171 0.8219
46 C 0.9991 -0.3748 -3.0888
47 N 0.0992 0.7773 -3.0339
48 C 0.4362 1.9070 -3.8904
49 C -0.6113 0.9658 -1.8802
50 O -0.3705 0.3399 -0.8446
51 N -1.5957 1.9204 -1.9093
52 C -2.3786 2.2093 -3.0961
53 C -2.0531 2.4997 -0.6618
54 H 1.3058 -0.5154 -4.1247
55 H 0.5031 -1.2741 -2.7405
56 H 1.8882 -0.2288 -2.4678
57 H 1.4863 1.8318 -4.1703
58 H 0.2957 2.8494 -3.3647
59 H -0.1594 1.9304 -4.8073
60 H -2.1301 1.5058 -3.8853
61 H -2.2202 3.2270 -3.4650
62 H -3.4411 2.0969 -2.8659
63 H -1.4789 2.0911 0.1612
64 H -3.1083 2.2720 -0.4874
65 H -1.9325 3.5868 -0.6783

F_max   0.0212 Eh/bohr
Net charge   -1
LUMO   0.082 Eh
Spin multiplicity   1
Energy   -1759.9042 a.u.
ΔE to the lowest compared entry with this formula, charge and spin   0.0 kcal per mole